Record 1
# C21H55O20S6V

A structure of composition C21H55O20S6V (the ωB97M-V functional and the def2-TZVPD basis, the OMol25 dataset).

Structure (XYZ):
```
103
Properties=species:S:1:pos:R:3:forces:R:3
O 1.0079 -0.9029 -0.5062 -1.3 0.8 0.3
V -0.2509 -0.0257 -0.1153 -0.9 0.5 1.0
C -3.0894 3.2636 -0.2794 -0.3 -0.2 0.1
C -2.9983 1.9445 0.5032 -0.2 0.1 -1.4
C -4.1766 1.0442 0.0817 -0.1 0.4 0.8
O -1.7645 1.3565 0.2742 1.8 -1.7 -0.1
H -4.0508 3.7288 -0.0489 0.1 0.3 0.0
H -3.0667 3.1174 -1.3619 0.2 -0.2 0.0
H -2.2701 3.9157 0.0264 -0.1 0.2 -0.1
H -3.1413 2.2593 1.5449 0.2 -0.4 0.3
H -5.0698 1.6736 0.0725 -0.1 -0.1 -0.2
H -4.3636 0.2638 0.8208 0.2 -0.1 -0.1
H -4.0444 0.5850 -0.8972 0.2 0.1 -0.1
O -1.7881 -1.6488 0.1765 0.1 0.4 0.2
S -2.5882 -2.8373 0.2637 -1.0 -1.5 -0.8
O -2.3532 -3.8358 1.2722 0.1 0.9 -0.3
O -4.1067 -2.3361 0.3809 1.7 0.2 -0.3
C -5.1217 -3.2518 0.8448 -0.4 0.1 -0.1
C -6.3950 -2.4256 0.8686 -0.2 0.0 0.5
C -2.6108 -3.6429 -1.3495 -0.2 0.1 0.9
H -4.8255 -3.6645 1.8090 -0.1 0.2 0.0
H -5.2121 -4.0874 0.1449 0.0 0.1 0.0
H -7.1291 -2.9247 1.5045 -0.1 -0.1 -0.3
H -6.7934 -2.2375 -0.1260 0.0 -0.3 0.0
H -6.2619 -1.4443 1.3252 0.4 -0.1 0.1
H -3.2695 -4.5019 -1.2236 -0.2 0.1 -0.1
H -1.6352 -4.0503 -1.6033 0.2 0.4 0.1
H -3.0019 -2.9155 -2.0563 0.1 -0.1 -0.1
O -1.2685 0.1756 3.9353 1.2 -0.2 -0.5
S -0.2712 -0.7064 3.3881 0.1 -0.5 1.1
O 0.0734 -0.6201 1.9764 -0.2 0.0 0.5
O 1.0780 -0.5863 4.2567 -1.5 1.3 -1.2
C 2.2944 -1.1811 3.7472 0.3 -1.4 1.2
C 3.4838 -0.5275 4.4288 -0.2 0.0 -1.0
C -0.7718 -2.3615 3.7706 -0.5 0.1 -0.5
H 2.3713 -1.1841 2.6618 -0.3 0.3 0.0
H 2.2104 -2.2162 4.0959 0.2 0.0 -0.4
H 4.2948 -1.2549 4.4373 0.1 0.1 0.1
H 3.2569 -0.2152 5.4439 0.0 0.0 0.0
H 3.7778 0.3134 3.8011 0.2 0.2 0.4
H -0.8467 -2.4963 4.8461 0.2 0.3 0.0
H -0.1317 -3.1165 3.3182 0.1 0.2 -0.1
H -1.7743 -2.4115 3.3441 0.1 -0.3 0.0
O -1.0530 -0.4387 -2.2649 -0.4 0.2 -0.4
S -1.8245 -0.2304 -3.4658 0.5 1.2 -1.1
O -3.0458 -0.9393 -3.6494 -0.3 -0.3 0.3
O -2.1046 1.3533 -3.5710 0.2 -1.7 0.7
C -2.6593 1.8778 -4.7848 0.2 1.8 -0.9
C -3.8356 2.7913 -4.4977 -0.1 0.2 0.7
C -0.8153 -0.5358 -4.9451 -0.5 0.0 1.1
H -2.8669 1.1834 -5.5959 -0.2 -0.6 0.5
H -1.8676 2.5222 -5.1805 0.1 -0.1 0.0
H -4.0616 3.4250 -5.3546 0.0 -0.3 -0.2
H -3.5692 3.4919 -3.7020 0.1 -0.1 0.0
H -4.7377 2.2846 -4.1565 0.0 -0.2 -0.2
H -0.0575 0.2372 -5.0358 0.0 0.0 0.0
H -1.5335 -0.5392 -5.7565 0.1 0.0 -0.2
H -0.3971 -1.5308 -4.8100 0.1 0.0 0.0
O 0.6767 2.4926 -4.0663 -0.4 -0.6 0.4
S 0.9119 2.5959 -2.6522 1.5 1.9 0.6
O 0.5837 1.5592 -1.7107 0.4 0.7 -1.1
O 2.5047 2.9143 -2.4562 -1.4 -0.9 -0.5
C 3.1652 3.4842 -3.6065 1.5 0.0 -0.5
C 4.6241 3.6753 -3.2059 0.2 -0.2 1.2
C 0.2690 4.1846 -2.0660 -0.1 -0.7 0.5
H 2.7465 4.4424 -3.9085 -0.4 0.0 0.2
H 3.1787 2.8312 -4.4780 -0.7 -0.2 0.2
H 4.7126 3.3887 -2.1528 -0.1 0.5 0.1
H 4.9307 4.7132 -3.3047 0.2 -0.1 -0.1
H 5.3455 2.9862 -3.6434 -0.2 0.2 -0.7
H 1.0038 4.6881 -1.4414 0.3 -0.2 -0.2
H -0.5471 3.9462 -1.3834 -0.4 0.0 -0.4
H 0.0007 4.7943 -2.9218 -0.2 -0.1 0.0
O 0.9228 -3.7796 0.4596 0.4 0.1 0.1
S 2.2754 -3.9648 0.8843 1.4 -1.8 -0.2
O 2.6194 -3.9617 2.2946 -0.4 0.4 -1.0
O 2.7330 -5.4147 0.2799 -0.6 1.6 0.2
C 3.9719 -5.9938 0.8042 -1.3 -0.8 -0.4
C 4.6398 -6.6850 -0.3615 1.2 0.2 0.1
C 3.3830 -2.8724 -0.0333 -1.1 0.4 0.0
H 3.5916 -6.7555 1.4873 0.5 0.2 0.4
H 4.5130 -5.1989 1.3114 0.4 -0.3 0.0
H 5.1118 -5.9581 -1.0255 -0.3 0.0 -0.2
H 3.9918 -7.3597 -0.9154 -0.4 0.3 0.0
H 5.4638 -7.3212 -0.0253 0.0 0.1 0.3
H 4.4441 -3.0968 -0.0045 -0.1 -0.3 0.5
H 3.1466 -1.8790 0.3499 0.3 0.0 0.1
H 3.0428 -2.8702 -1.0679 -0.1 -0.2 0.0
O 1.9462 3.8437 0.9366 -0.8 -0.7 0.1
S 1.2740 2.7522 1.5981 0.1 1.2 1.3
O 0.9835 1.5634 0.8464 0.8 0.2 0.6
O 2.2018 2.3632 2.8865 -1.0 -0.3 -1.8
C 2.7433 3.4867 3.6019 1.1 0.0 0.9
C 3.9577 3.0096 4.3925 -0.6 0.1 0.1
C -0.2314 3.2965 2.4466 0.2 -0.1 -0.7
H 1.9905 3.8490 4.3038 -0.1 0.1 -0.2
H 3.1083 4.2836 2.9577 -0.5 -0.1 -0.4
H 4.7182 2.5787 3.7451 0.0 0.0 0.0
H 3.6537 2.2900 5.1512 0.2 0.0 0.0
H 4.3577 3.8948 4.8886 0.2 -0.1 0.1
H 0.0041 4.0473 3.1956 0.3 -0.1 0.0
H -0.7411 2.4322 2.8707 0.2 -0.1 0.0
H -0.9004 3.7415 1.7111 0.2 -0.1 -0.2
```
Positions in Å, forces in eV/Å.

## Properties
Spin multiplicity: 2
LUMO (alpha / beta) (eV): -2.5881 / -2.0424
Total charge: +1
HOMO energy (alpha / beta) (eV): -10.81 / -10.87
ΔE to the lowest compared entry with this formula, charge and spin (kJ/mol): 0.0
Kohn-Sham gap (alpha / beta) (eV): 8.22 / 8.83

These are the Mulliken partial charges, in e, on atoms 1 to 8: -0.006 1.533 -1.162 0.658 -1.279 -0.295 0.536 -0.118

=====

Record 2
# C21H56BNO6S

A cluster of 6 separate species, C21H56BNO6S in total (the ωB97M-V functional and the def2-TZVPD basis, the OMol25 dataset).

Structure (XYZ):
```
86
Properties=species:S:1:pos:R:3:forces:R:3
C 2.9250 1.0078 -2.2664 0.0 0.0 -0.1
O 1.9405 0.4419 -3.1042 -0.3 -0.1 0.0
C 1.2558 1.3963 -3.9045 0.8 0.4 -0.2
C 0.5873 0.7235 -5.0765 -0.2 -0.5 0.6
C -0.5542 -0.2568 -4.7217 -0.7 0.0 -0.1
B -1.4668 0.2354 -3.5358 0.2 -0.4 -0.3
S -1.3298 -0.6657 -1.9209 -0.7 0.4 0.2
C -2.4448 1.4475 -3.7442 0.5 0.0 1.2
C -3.3482 1.8612 -2.5644 -0.1 0.5 -0.8
N -4.6425 2.4169 -2.9765 -0.1 -0.2 0.4
H 2.9333 2.0937 -2.3052 -0.2 0.2 0.0
H 3.9155 0.6767 -2.5768 0.1 -0.2 0.0
H 2.7476 0.7153 -1.2359 0.0 -0.1 0.2
H 0.5951 2.0374 -3.3093 -0.1 -0.3 0.0
H 2.0098 2.0704 -4.3179 0.0 0.2 -0.1
H 1.3527 0.1472 -5.5846 0.2 0.1 -0.4
H 0.2082 1.4963 -5.7364 0.0 0.2 -0.1
H -0.1855 -1.2622 -4.5542 0.3 -0.1 0.2
H -1.1893 -0.3317 -5.6073 -0.1 0.0 -0.2
H -1.3098 -1.9259 -2.3727 0.5 0.1 -0.2
H -3.0216 1.2775 -4.6497 -0.1 -0.2 -0.2
H -1.8001 2.3018 -3.9666 0.1 0.2 -0.3
H -2.8339 2.6532 -2.0293 0.2 0.0 0.3
H -3.5055 1.0437 -1.8721 -0.2 -0.2 0.1
H -5.3251 1.6837 -3.1105 0.0 0.0 -0.2
H -4.5484 2.9370 -3.8381 -0.1 0.0 0.0
C 2.3114 -2.2561 0.9422 0.1 0.1 0.1
C 1.2232 -2.2434 2.0062 -0.1 -0.1 -0.6
C 0.1785 -3.3189 1.7511 0.0 0.0 0.2
O 0.5987 -0.9600 2.0448 0.1 0.1 0.2
H 1.8824 -2.0575 -0.0444 0.0 -0.1 0.0
H 3.0487 -1.4762 1.1385 0.0 0.0 0.0
H 2.8235 -3.2191 0.9098 0.0 0.0 0.0
H 1.6739 -2.3977 2.9887 -0.1 0.1 0.1
H -0.3131 -3.1519 0.7874 0.1 0.0 -0.1
H -0.5943 -3.2941 2.5168 0.0 0.0 0.0
H 0.6272 -4.3142 1.7432 0.0 0.0 0.0
H 0.1968 -0.8181 1.1795 0.0 0.0 0.0
C 2.1312 7.0090 -5.5408 -0.1 0.0 -0.1
C 1.7495 5.7765 -4.7353 0.5 0.1 0.0
C 2.5808 5.6565 -3.4670 -0.1 -0.1 0.1
O 1.8997 4.6013 -5.5305 -0.2 -0.1 0.0
H 3.1782 6.9529 -5.8512 0.0 0.0 0.1
H 1.5260 7.0772 -6.4450 0.0 0.0 0.0
H 1.9929 7.9215 -4.9593 0.0 0.0 0.0
H 0.6923 5.8258 -4.4721 0.0 -0.1 -0.1
H 3.6419 5.5580 -3.7134 0.0 0.1 0.0
H 2.2907 4.7670 -2.9052 -0.1 0.0 0.0
H 2.4558 6.5304 -2.8258 0.0 0.0 0.0
H 2.8273 4.5261 -5.7820 0.0 0.0 0.0
C -3.8531 -3.7279 5.4703 0.1 0.2 0.0
C -3.5203 -4.2701 4.0886 0.0 -0.3 0.4
C -4.2216 -5.5949 3.8299 0.0 0.0 -0.2
O -2.1084 -4.4263 3.9501 0.0 0.1 -0.1
H -3.5191 -4.4250 6.2440 -0.1 -0.1 0.0
H -3.3422 -2.7801 5.6418 0.0 0.0 0.0
H -4.9263 -3.5716 5.5874 0.0 0.0 0.0
H -3.8173 -3.5448 3.3302 0.1 0.0 0.0
H -3.8985 -6.3458 4.5560 0.0 0.0 0.1
H -3.9723 -5.9719 2.8379 0.0 0.0 0.0
H -5.3051 -5.4904 3.9010 0.0 0.0 0.0
H -1.8148 -5.0653 4.6107 0.0 0.0 0.0
C 0.7190 2.9093 0.9482 0.2 0.0 -0.1
C 0.0036 3.6288 -0.1812 -0.3 -0.3 0.2
C -1.4269 3.9758 0.2002 0.0 0.1 -0.1
O 0.0173 2.8271 -1.3682 0.0 0.2 0.1
H 0.2153 1.9725 1.1855 -0.1 -0.1 0.1
H 1.7422 2.6646 0.6617 0.0 0.0 0.0
H 0.7469 3.5191 1.8518 0.0 0.0 0.0
H 0.5456 4.5420 -0.4336 0.0 0.0 -0.1
H -1.9966 3.0665 0.4112 0.0 0.0 0.1
H -1.9287 4.4925 -0.6191 0.0 0.0 0.0
H -1.4569 4.6140 1.0842 0.0 0.0 0.0
H -0.4542 2.0066 -1.1758 0.1 0.0 0.1
C 3.1546 -4.5296 5.4217 0.0 -0.1 -0.2
C 1.6772 -4.7775 5.6871 0.3 0.1 0.4
C 1.1014 -3.7461 6.6449 -0.2 0.0 0.0
O 1.4917 -6.0905 6.2191 -0.2 -0.1 -0.2
H 3.7299 -4.6020 6.3488 -0.1 0.1 0.0
H 3.5505 -5.2804 4.7374 0.0 0.0 0.0
H 3.3214 -3.5420 4.9886 0.0 0.0 0.0
H 1.1285 -4.7462 4.7441 -0.1 -0.1 0.0
H 1.6096 -3.7915 7.6123 0.1 0.0 0.0
H 0.0441 -3.9420 6.8264 0.0 0.0 -0.1
H 1.2043 -2.7354 6.2478 0.0 0.0 0.0
H 1.9703 -6.1389 7.0542 0.0 0.0 0.0
```
Positions in Å, forces in eV/Å.

## Properties
Structure (SMILES): COCCCB(S)CCN.CC(C)O.CC(C)O.CC(C)O.CC(C)O.CC(C)O
LUMO (eV): 0.5400
HOMO energy (eV): -8.91
Kohn-Sham gap (eV): 9.45

These are the Mulliken partial charges, in e, on atoms 1 to 8: -0.411 -0.370 0.174 -0.971 -0.706 0.050 -0.346 -0.498

=====

no.,DFT total energy (eV)
1,-154310.73210
2,-47971.74465